Run w
This record from OMol25 describes a 14-piece molecular cluster, C6H39NO14 overall. The level of theory is ωB97M-V/def2-TZVPD.

Structure (XYZ):
```
60
Properties=species:S:1:pos:R:3:nbo_charge:R:1
O -1.5586 0.2051 2.9989 -0.575
C -2.4182 -0.2930 2.3130 0.465
C -2.6123 0.2062 0.9046 -0.517
C -1.3578 0.7713 0.2529 -0.401
C -0.3867 -0.3884 -0.0418 -0.404
C 0.8355 -0.1773 -0.8966 -0.230
N 0.6231 -0.5562 -2.2964 -0.677
C 1.8784 -0.6200 -3.0897 -0.432
H -3.2063 -0.9299 2.7388 0.126
H -3.2972 1.0437 1.1105 0.256
H -3.2183 -0.3776 0.2188 0.212
H -1.6943 1.1733 -0.7096 0.213
H -0.8858 1.5304 0.8671 0.213
H -0.9386 -1.2714 -0.3427 0.174
H -0.0628 -0.5954 0.9867 0.205
H 1.2479 0.8158 -0.6791 0.179
H 1.5568 -0.8924 -0.5090 0.201
H 0.0413 0.1341 -2.7670 0.365
H 1.8163 -1.5137 -3.6992 0.199
H 2.1623 0.2583 -3.6782 0.191
H 2.7220 -0.6420 -2.3948 0.210
H 1.5269 2.8532 1.6517 0.476
H 2.0614 4.2405 1.2732 0.480
O 1.9065 3.3566 0.9227 -0.954
H 0.9050 -4.1123 -0.5147 0.491
H 0.4043 -2.7531 -1.0968 0.507
O 0.1227 -3.6357 -0.8087 -0.955
H 3.3140 0.3755 1.0016 0.504
H 4.0198 1.1621 -0.1012 0.479
O 3.6511 0.2930 0.0835 -1.002
H -1.7186 -0.1884 -3.9568 0.457
H -1.8953 0.9893 -4.7937 0.474
O -2.0083 0.7292 -3.8777 -0.926
H 3.8153 0.5568 3.3791 0.486
H 2.4059 -0.0410 3.1128 0.514
O 3.1169 0.4929 2.7315 -0.977
H -0.8414 2.3550 3.0443 0.493
H -1.4554 3.6294 3.7709 0.480
O -1.2409 3.2209 2.9278 -0.973
H -4.3105 -1.0912 -2.2974 0.479
H -4.7402 -0.8557 -0.9438 0.448
O -5.1410 -1.0550 -1.7959 -0.929
H -2.0899 -2.4558 -1.2085 0.475
H -1.9939 -1.7176 -2.4745 0.463
O -2.6190 -2.2718 -1.9937 -0.933
H -0.4796 3.7055 -0.5227 0.472
H -0.8446 4.6151 0.6839 0.480
O -0.8675 4.5488 -0.2727 -0.951
H 0.4316 -2.0108 2.6537 0.509
H 1.5783 -2.6697 3.4280 0.474
O 1.2410 -1.8141 3.1464 -0.984
H 2.2465 3.0181 -2.8959 0.468
H 2.6713 2.4079 -1.5554 0.475
O 3.0045 2.8868 -2.3253 -0.942
H 2.9019 -3.2131 0.3049 0.464
H 3.3835 -1.8803 -0.3599 0.504
O 3.1284 -2.7983 -0.5319 -0.966
H -0.5499 -3.2952 0.7173 0.496
H -1.3839 -3.9875 1.7868 0.477
O -0.9128 -3.1624 1.6371 -1.008
```

Summary:
HOMO-LUMO gap   0.3488 Eh
Total charge   0
LUMO level   -0.02 eV
HOMO level   -9.511 eV

---

Run x
This record from OMol25 describes a 15-piece molecular cluster, C6H39NO14 overall. The level of theory is ωB97M-V/def2-TZVPD.

Structure (XYZ):
```
60
Properties=species:S:1:pos:R:3:nbo_charge:R:1
C 3.9627 1.9589 -0.2240 -0.417
N 2.7573 2.3244 0.5104 -0.617
C 1.6482 1.4631 0.6094 0.185
C 0.8528 1.6090 1.6873 -0.564
C 1.6044 -1.4161 -1.9266 -0.662
C 1.8338 -0.5147 -0.7312 -0.163
C 1.2526 0.6752 -0.5753 -0.240
H 4.8169 1.9007 0.4579 0.187
H 4.3279 2.6962 -0.9428 0.189
H 3.7804 1.0189 -0.7089 0.217
H 2.9434 2.7540 1.3749 0.372
H -0.0834 1.0895 1.6854 0.182
H 1.1034 2.0468 2.6439 0.204
H 1.6893 -0.7882 -2.8199 0.227
H 2.4037 -2.1470 -1.9988 0.236
H 0.5702 -1.7479 -1.8897 0.198
H 2.3305 -0.9357 0.1349 0.212
H 0.8717 1.2047 -1.4429 0.229
H -2.1176 -0.3419 -0.9847 0.489
H -2.0915 0.8033 0.1934 0.517
O -1.7451 -0.0432 -0.1493 -1.026
H -3.2014 -0.0855 -3.0579 0.484
H -4.4650 -0.2164 -2.0781 0.507
O -3.6944 0.2970 -2.3351 -0.985
H 2.0535 -0.7848 3.1100 0.461
H 3.2335 0.0140 2.5914 0.466
O 2.9757 -0.8727 2.8566 -0.924
H -3.0199 2.9731 -1.9932 0.480
H -2.6193 3.0176 -3.4908 0.466
O -2.7385 3.5536 -2.7051 -0.945
H 0.3631 5.2572 1.0635 0.464
H 0.6712 4.1838 0.0303 0.477
O 0.1370 4.9754 0.1731 -0.940
H -1.6091 -2.7415 -2.3446 0.455
H -1.6920 -3.2947 -3.7424 0.476
O -2.2351 -3.1294 -2.9636 -0.930
H 1.6648 -3.3629 0.6679 0.472
H 2.2729 -4.7493 0.8586 0.471
O 2.5011 -3.8375 0.6577 -0.943
H -1.9350 1.5606 2.2122 0.483
H -1.7183 2.8482 1.5086 0.498
O -2.2639 2.0538 1.4471 -0.950
H 0.4560 0.6081 4.4715 0.462
H -0.9500 0.2653 4.0974 0.488
O -0.4164 1.0122 4.4151 -0.951
H -0.8284 -3.3028 2.5728 0.502
H -0.8511 -4.6172 1.6428 0.487
O -0.3224 -3.9935 2.1411 -0.988
H -1.9987 -0.9258 1.8061 0.501
H -0.5424 -0.8528 1.9947 0.484
O -1.3292 -1.1310 2.4758 -0.980
H 2.2783 2.6912 -3.9830 0.473
H 3.2784 1.6139 -3.7722 0.468
O 2.3385 1.7889 -3.6517 -0.937
H -2.4539 -2.8964 -0.6784 0.480
H -1.1269 -3.0306 0.1265 0.477
O -2.0560 -3.2835 0.1060 -0.963
H -4.6646 -2.3624 -0.0536 0.489
H -3.8251 -1.0913 -0.3306 0.484
O -4.3788 -1.7620 -0.7496 -0.971
```

Summary:
HOMO-LUMO gap   0.3104 Eh
Total charge   0
LUMO level   0.02 eV
HOMO level   -8.425 eV

---

Tell me which of them is the least stable. Sure, it is run x.

---

Run w
This record from OMol25 describes one molecule with the formula C18H22FN3O5S. The level of theory is ωB97M-V/def2-TZVPD.

Structure (XYZ):
```
50
Properties=species:S:1:pos:R:3:nbo_charge:R:1
C 3.1193 2.8991 -4.0172 -0.252
H 3.7108 3.5858 -4.6194 0.197
O 4.0299 2.2393 -3.1677 -0.531
C 3.4349 1.4534 -2.1712 -0.067
C 2.8738 0.1204 -2.7087 -0.260
N 2.4280 -0.7217 -1.6274 -0.576
C 1.1289 -0.9235 -1.3587 0.634
O 0.2241 -0.5088 -2.0690 -0.633
C 0.8973 -1.6806 -0.1056 0.227
C -0.2036 -1.9324 0.6901 -0.193
C 0.3723 -2.5616 1.8470 0.182
N 1.6635 -2.6892 1.7002 -0.100
O 2.0014 -2.1538 0.5127 -0.276
C -0.2952 -2.8760 3.1234 -0.564
H 0.0760 -3.8010 3.5583 0.248
H -1.3764 -2.8886 3.0033 0.278
S 0.1524 -1.5633 4.3577 0.227
C 0.3741 -0.2071 3.2156 -0.195
C -0.7259 0.3747 2.6036 -0.201
C -0.5445 1.3108 1.6002 -0.313
C 0.7473 1.6509 1.2436 0.463
C 1.8565 1.1148 1.8753 -0.318
C 1.6626 0.1768 2.8729 -0.197
H 2.5041 -0.2823 3.3678 0.237
H 2.8475 1.4193 1.5761 0.229
F 0.9443 2.5276 0.2328 -0.341
H -1.3894 1.7434 1.0882 0.259
H -1.7208 0.0741 2.8905 0.240
C -1.6668 -1.7307 0.4936 0.668
O -2.4719 -2.0740 1.3477 -0.659
N -2.0215 -1.2132 -0.6886 -0.607
C -3.3979 -0.9360 -1.0108 -0.262
H -3.6030 -1.2751 -2.0296 0.205
C -3.7150 0.5681 -0.9277 -0.063
O -3.4802 1.1455 0.3292 -0.548
C -4.3171 0.6783 1.3662 -0.270
H -5.3701 0.7096 1.0641 0.166
H -4.1636 1.3537 2.2062 0.192
H -4.0562 -0.3409 1.6683 0.198
H -4.7637 0.7167 -1.2291 0.166
H -3.0634 1.1142 -1.6152 0.190
H -4.0221 -1.4964 -0.3110 0.230
H -1.3073 -0.8744 -1.3335 0.437
H 3.1206 -1.0685 -0.9803 0.417
H 3.6525 -0.3925 -3.2800 0.205
H 2.0095 0.3009 -3.3506 0.232
H 4.2341 1.2427 -1.4534 0.180
H 2.6329 2.0072 -1.6632 0.179
H 2.3804 3.4637 -3.4380 0.171
H 2.5962 2.2009 -4.6788 0.164
```

Summary:
Structure (SMILES)   COCCNC(=O)c1onc(CSc2ccc(F)cc2)c1C(=O)NCCOC
HOMO-LUMO gap   0.3137 Eh
Total charge   0
LUMO level   -0.21 eV
HOMO level   -8.748 eV

---

Run x
This record from OMol25 describes one molecule with the formula C18H22FN3O5S. The level of theory is ωB97M-V/def2-TZVPD.

Structure (XYZ):
```
50
Properties=species:S:1:pos:R:3:nbo_charge:R:1
C 6.6811 0.9907 -2.1320 -0.252
H 7.0441 1.7760 -1.4582 0.165
O 5.3346 1.2042 -2.4822 -0.526
C 4.4635 1.3996 -1.4022 -0.061
C 4.1487 0.1063 -0.6241 -0.260
N 3.1641 0.3454 0.4008 -0.585
C 1.8999 -0.1059 0.3155 0.638
O 1.4991 -0.8164 -0.5913 -0.624
C 1.0468 0.3235 1.4496 0.219
C -0.2459 0.0531 1.8539 -0.192
C -0.3676 0.8062 3.0709 0.162
N 0.7436 1.4431 3.3258 -0.097
O 1.6198 1.1583 2.3445 -0.276
C -1.5495 0.9538 3.9423 -0.564
H -1.2468 1.1522 4.9679 0.250
H -2.2035 0.0878 3.8649 0.277
S -2.5038 2.4404 3.4251 0.236
C -3.2644 1.7545 1.9623 -0.192
C -4.3767 0.9383 2.0947 -0.171
C -4.9537 0.3786 0.9717 -0.293
C -4.4016 0.6572 -0.2654 0.458
C -3.2958 1.4741 -0.4163 -0.302
C -2.7252 2.0275 0.7157 -0.206
H -1.8623 2.6710 0.6337 0.230
H -2.8921 1.6654 -1.3981 0.233
F -4.9645 0.1122 -1.3664 -0.338
H -5.8138 -0.2674 1.0441 0.232
H -4.7806 0.7371 3.0742 0.228
C -1.3048 -0.8521 1.3240 0.665
O -2.2531 -1.1787 2.0224 -0.647
N -1.1342 -1.2604 0.0625 -0.615
C -2.0314 -2.1931 -0.5747 -0.260
H -1.6175 -3.2072 -0.5084 0.190
C -2.2429 -1.8088 -2.0460 -0.065
O -1.0510 -1.5731 -2.7511 -0.538
C -0.2573 -2.7131 -2.9788 -0.253
H 0.5183 -2.4052 -3.6771 0.197
H -0.8485 -3.5234 -3.4227 0.163
H 0.2180 -3.0732 -2.0611 0.168
H -2.7920 -0.8690 -2.1105 0.195
H -2.8347 -2.5987 -2.5329 0.167
H -2.9844 -2.1747 -0.0415 0.237
H -0.2766 -1.0468 -0.4465 0.443
H 3.4113 0.9585 1.1634 0.415
H 5.0568 -0.2889 -0.1598 0.196
H 3.7384 -0.6370 -1.3111 0.240
H 4.8701 2.1541 -0.7091 0.155
H 3.5384 1.7830 -1.8408 0.197
H 7.2442 1.0260 -3.0623 0.200
H 6.8356 0.0149 -1.6595 0.163
```

Summary:
Structure (SMILES)   COCCNC(=O)c1onc(CSc2ccc(F)cc2)c1C(=O)NCCOC
HOMO-LUMO gap   0.3190 Eh
Total charge   0
LUMO level   -0.12 eV
HOMO level   -8.800 eV

---

Tell me which of them is the least stable. Sure, it is run x.

---

Run w
This record from OMol25 describes a 2-piece molecular cluster, C4H9N3O2 overall. The level of theory is ωB97M-V/def2-TZVPD.

Structure (XYZ):
```
18
Properties=species:S:1:pos:R:3:nbo_charge:R:1
N 0.2793 0.7925 1.0591 -0.487
C -1.7333 -0.2306 -0.6212 0.864
N 0.2080 2.1344 0.6613 -0.637
O -1.7732 0.6318 -1.6672 -0.661
O -2.6880 -0.3246 0.1377 -0.620
H -2.5705 1.1632 -1.4897 0.497
H -0.4476 0.3760 1.6410 0.396
H -0.2276 2.1827 -0.2625 0.341
H 1.1551 2.4918 0.5088 0.352
C 1.3270 -0.0551 0.5966 0.012
C -0.8732 -2.3572 -0.3725 0.032
C 2.5287 0.2991 0.1103 -0.544
N -0.7352 -1.1769 -0.8462 -0.489
H 1.2140 -1.0798 0.9412 0.188
H -1.7251 -2.6471 0.2628 0.176
H -0.0537 -3.0791 -0.4951 0.183
H 3.3102 -0.4380 -0.0300 0.212
H 2.8051 1.3168 -0.1343 0.186
```

Summary:
Structure (SMILES)   C=NC(=O)O.C=CNN
HOMO-LUMO gap   0.2870 Eh
Total charge   0
LUMO level   -0.22 eV
HOMO level   -8.032 eV

---

Run x
This record from OMol25 describes a 2-piece molecular cluster, C4H9N3O2 overall. The level of theory is ωB97M-V/def2-TZVPD.

Structure (XYZ):
```
18
Properties=species:S:1:pos:R:3:nbo_charge:R:1
C -1.4957 -0.5414 -1.5210 -0.712
C -0.0482 -0.4628 -1.1609 0.709
N 0.6581 -1.6069 -1.0590 -0.788
O 0.5859 0.6528 -1.2072 -0.630
H 1.6277 -1.5072 -0.7680 0.439
H 0.2019 -2.5067 -1.0557 0.400
H -1.5974 -0.3004 -2.5829 0.253
H -1.9050 -1.5370 -1.3394 0.211
H -2.0520 0.1934 -0.9385 0.261
C 1.2565 0.7651 0.6560 0.692
N 1.1055 2.1313 0.8022 -0.871
C -0.0662 -0.0512 1.4471 0.040
N -1.1547 0.5577 1.7184 -0.658
O 2.3048 0.1547 0.8291 -0.683
H 1.9219 2.5927 1.1800 0.412
H 0.1444 2.4455 0.7267 0.417
H -1.7325 0.0344 2.3845 0.343
H 0.2450 -1.0140 1.8885 0.164
```

Summary:
Structure (SMILES)   [H]/N=C/C(N)=O.CC(N)=O
HOMO-LUMO gap   0.3462 Eh
Total charge   0
LUMO level   0.71 eV
HOMO level   -8.714 eV

---

Run y
This record from OMol25 describes C4H9N3O2 as an isolated structure. The level of theory is ωB97M-V/def2-TZVPD.

Structure (XYZ):
```
18
Properties=species:S:1:pos:R:3:nbo_charge:R:1
C 1.8354 -1.2812 0.6435 -0.267
C 0.8364 1.9549 -0.7469 -0.140
O 1.4630 0.0616 0.7346 -0.482
N 0.5739 0.7202 -0.6230 -0.196
H 2.1036 -1.5885 -0.3753 0.176
H 1.0329 -1.9259 1.0263 0.150
H 2.7252 -1.4243 1.2677 0.197
H 0.0471 2.6933 -0.7184 0.202
H 1.8518 2.3014 -0.5878 0.202
C -1.2107 0.1746 -0.4562 0.338
N -1.0642 -1.1374 -0.9390 -0.861
C -1.2147 0.2944 1.1631 0.443
N -2.1293 0.9459 -0.9974 -0.559
O -1.9489 -0.3384 1.8566 -0.491
H -0.8847 -1.7624 -0.1587 0.371
H -0.3226 -1.3625 -1.5851 0.394
H -3.0534 0.5224 -1.0605 0.375
H -0.6408 1.1519 1.5566 0.147
```

Summary:
HOMO-LUMO gap (spin up / spin down)   0.3250 / 0.2200 Eh
Total charge   0
LUMO level (spin up / spin down)   -0.58 / -1.79 eV
HOMO level (spin up / spin down)   -9.418 / -7.773 eV

---

Tell me which of them is the least stable. Sure, it is run y.

---

Run w
This record from OMol25 describes one molecule with the formula C8H9NO4. The level of theory is ωB97M-V/def2-TZVPD.

Structure (XYZ):
```
22
Properties=species:S:1:pos:R:3:mulliken_spin:R:1
C -0.4302 2.3217 0.4121 0.574
C -0.9834 -1.1683 -0.5660 0.010
C 1.5351 -0.2332 1.2111 0.399
C -1.3444 1.1498 0.1935 -0.003
C -0.3377 -1.6158 0.7056 0.026
C 1.2031 -1.5960 0.8914 0.174
C -0.5619 0.2522 -0.7707 0.046
C 0.8697 0.8261 -0.4255 0.351
N 0.7724 2.0733 0.0985 0.087
O -1.5926 -1.8515 -1.3768 0.008
O 2.0672 0.3506 2.0133 0.212
O -0.8138 0.6297 -2.0994 0.036
O 1.7850 0.4840 -1.3994 0.011
H -0.7144 3.1862 0.8953 0.027
H -1.6032 0.8228 1.2778 0.038
H -2.3872 1.3835 -0.1226 0.010
H -0.8556 -1.0833 1.4990 -0.008
H -0.5299 -2.6974 0.7634 -0.005
H 1.7714 -1.8106 -0.0988 0.001
H 1.5797 -2.2314 1.5838 -0.017
H -1.2128 -0.2156 -2.5266 0.002
H 1.7835 1.0236 -2.1590 0.020
```

Summary:
HOMO-LUMO gap (spin up / spin down)   0.1932 / 0.2858 Eh
2S+1   3
Total charge   0
LUMO level (spin up / spin down)   0.40 / -1.97 eV
HOMO level (spin up / spin down)   -4.857 / -9.744 eV

---

Run x
This record from OMol25 describes one molecule with the formula C8H9NO4. The level of theory is ωB97M-V/def2-TZVPD.

Structure (XYZ):
```
22
Properties=species:S:1:pos:R:3:mulliken_spin:R:1
C -2.5211 -1.1037 -0.7870 0.401
C -2.4878 -0.6333 0.5448 0.101
C -1.4283 -1.4313 -1.5283 0.641
C -1.3236 -0.3431 1.0977 0.615
C 0.5088 1.1403 0.1008 0.043
C -0.0401 -1.1888 -1.0145 -0.031
C -0.0078 -0.4673 0.3340 -0.009
C 2.4527 2.3831 0.0110 0.005
N 1.0900 -1.0065 1.0907 0.021
O 1.0928 -0.6198 2.2525 0.002
O -0.2828 2.0498 0.0084 0.007
O 1.9034 -1.6901 0.5387 0.000
O 1.7804 1.1515 0.0585 0.003
H -3.4933 -1.2195 -1.0611 0.048
H -3.3810 -0.3747 1.1215 0.016
H -1.4192 -1.7313 -2.5452 0.020
H -1.3210 0.0611 2.1555 0.016
H 0.3120 -2.1862 -0.7841 0.070
H 0.5611 -0.8036 -1.9484 0.030
H 2.7900 2.6388 1.0120 0.000
H 1.7187 3.0736 -0.2345 0.000
H 3.4958 2.3009 -0.4231 0.001
```

Summary:
HOMO-LUMO gap (spin up / spin down)   0.2205 / 0.3141 Eh
2S+1   3
Total charge   0
LUMO level (spin up / spin down)   0.18 / -2.13 eV
HOMO level (spin up / spin down)   -5.819 / -10.679 eV

---

Tell me which of them is the least stable. Sure, it is run x.